Entry from OMol25: C65H36BrF4N9OPV as an isolated structure (wB97M-V/def2-TZVPD).

Last column: Mulliken spin population.
Atoms and positions in Å:
V (0.781, 0.264, 0.655)  1.806
C (-5.350, -1.295, 1.975)  0.016
C (-4.825, -2.198, 2.894)  -0.007
C (-3.463, -2.240, 3.158)  0.019
C (-2.646, -1.354, 2.478)  0.009
C (-1.187, -1.190, 2.467)  0.048
N (-0.846, -0.214, 1.624)  0.023
C (-2.018, 0.358, 1.040)  -0.023
N (-2.249, 1.857, 1.172)  0.023
C (-1.051, 2.639, 1.341)  0.301
C (-1.072, 4.064, 1.373)  -0.023
C (-2.036, 5.019, 1.724)  0.038
C (-1.725, 6.351, 1.577)  -0.023
C (-0.463, 6.756, 1.105)  0.055
C (0.520, 5.836, 0.816)  -0.041
C (0.218, 4.480, 0.962)  0.045
C (0.976, 3.291, 0.743)  0.055
N (2.201, 3.295, 0.225)  0.126
C (2.936, 2.219, 0.121)  -0.114
N (2.634, 0.970, 0.611)  0.035
C (3.790, 0.255, 0.684)  -0.040
N (3.963, -0.841, 1.399)  0.016
C (2.955, -1.395, 2.058)  0.199
N (1.603, -1.089, 1.982)  0.035
C (0.954, -1.852, 2.917)  0.260
N (-0.366, -1.951, 3.150)  0.013
C (1.899, -2.678, 3.620)  0.031
C (1.749, -3.594, 4.658)  0.025
C (2.877, -4.257, 5.098)  0.019
C (4.137, -4.002, 4.529)  0.030
C (4.297, -3.074, 3.520)  0.007
C (3.161, -2.412, 3.054)  0.016
C (4.869, 1.004, 0.066)  0.002
C (6.216, 0.733, -0.150)  0.022
C (6.980, 1.699, -0.779)  -0.030
C (6.422, 2.922, -1.173)  0.012
C (5.092, 3.213, -0.934)  -0.029
C (4.318, 2.241, -0.311)  -0.003
N (0.193, 2.194, 1.047)  -0.044
C (-3.171, -0.448, 1.558)  0.009
C (-4.526, -0.404, 1.295)  -0.012
H (-6.417, -1.278, 1.791)  0.001
H (-5.493, -2.879, 3.407)  0.000
H (-3.038, -2.925, 3.879)  0.002
H (-2.994, 4.709, 2.112)  0.004
H (-2.466, 7.100, 1.828)  -0.001
H (-0.261, 7.815, 0.994)  0.004
H (1.502, 6.145, 0.483)  0.001
H (0.775, -3.756, 5.103)  0.004
H (2.802, -4.984, 5.897)  0.002
H (4.994, -4.543, 4.910)  0.003
H (5.271, -2.858, 3.100)  0.005
H (6.643, -0.208, 0.171)  0.001
H (8.033, 1.521, -0.962)  -0.002
H (7.055, 3.653, -1.661)  0.001
H (4.659, 4.165, -1.212)  -0.002
H (-4.936, 0.297, 0.578)  0.000
F (0.197, -5.420, -6.028)  0.000
C (0.391, -4.725, -4.910)  0.000
C (0.869, -5.352, -3.772)  -0.001
F (1.148, -6.655, -3.808)  0.000
C (1.051, -4.625, -2.612)  0.001
F (1.495, -5.297, -1.550)  0.000
C (0.778, -3.261, -2.527)  0.031
P (1.063, -2.297, -0.941)  -0.018
C (-0.045, -3.394, 0.031)  0.009
C (0.302, -4.350, 0.975)  -0.009
C (-0.687, -5.096, 1.600)  0.006
C (-2.020, -4.897, 1.288)  0.000
C (-2.377, -3.934, 0.354)  0.003
C (-1.394, -3.182, -0.264)  0.009
C (2.842, -2.762, -0.911)  0.009
C (3.515, -3.801, -0.279)  -0.011
C (4.886, -3.934, -0.436)  0.001
C (5.593, -3.068, -1.253)  0.002
C (4.926, -2.048, -1.914)  0.003
C (3.566, -1.881, -1.719)  -0.006
C (0.305, -2.652, -3.695)  -0.001
Br (-0.106, -0.816, -3.711)  0.003
C (0.112, -3.374, -4.863)  -0.001
F (-0.350, -2.773, -5.962)  0.000
H (1.335, -4.511, 1.242)  0.001
H (-0.405, -5.830, 2.345)  0.002
H (-2.788, -5.479, 1.781)  0.000
H (-3.421, -3.759, 0.123)  0.000
H (-1.674, -2.416, -0.983)  -0.011
H (2.995, -4.520, 0.334)  0.000
H (5.405, -4.725, 0.092)  0.001
H (6.664, -3.176, -1.371)  0.000
H (5.467, -1.366, -2.556)  -0.002
H (3.053, -1.044, -2.186)  -0.005
O (0.404, 0.972, -1.351)  -0.033
N (-0.496, 0.426, -0.625)  -0.079
C (-1.763, 0.641, -0.456)  0.113
C (-2.493, 1.915, -0.297)  0.004
C (-3.215, 2.756, -1.043)  0.007
C (-4.139, 3.757, -0.455)  0.010
C (-4.290, 5.017, -1.033)  0.006
C (-5.195, 5.929, -0.519)  -0.001
C (-5.977, 5.599, 0.578)  0.002
C (-5.840, 4.347, 1.160)  0.000
C (-4.929, 3.436, 0.651)  0.000
C (-3.116, 2.676, -2.518)  0.013
C (-4.223, 2.934, -3.330)  0.006
C (-4.101, 2.947, -4.710)  -0.002
C (-2.873, 2.691, -5.305)  0.003
C (-1.777, 2.393, -4.510)  0.003
C (-1.892, 2.391, -3.128)  0.007
H (-3.675, 5.283, -1.882)  0.000
H (-5.288, 6.907, -0.975)  0.000
H (-6.678, 6.318, 0.985)  0.000
H (-6.442, 4.081, 2.020)  0.000
H (-4.808, 2.472, 1.124)  0.001
H (-5.188, 3.113, -2.873)  0.000
H (-4.966, 3.166, -5.323)  0.000
H (-2.768, 2.734, -6.381)  0.000
H (-0.818, 2.177, -4.964)  0.000
H (-1.017, 2.196, -2.518)  -0.001

Computed properties:
Expectation value of S²   3.95
Spin multiplicity   4
Orbital gap (spin up / spin down)   5.37 / 4.72 eV
E   -7325.57238 hartree
Net charge   -1

---

Entry from OMol25: C44H72GaN14Si as an isolated structure (wB97M-V/def2-TZVPD).

Last column: Löwdin charge in e.
Atoms and positions in Å:
C (-0.728, -2.347, 1.627)  -0.164
Si (-2.503, -1.884, 1.149)  0.598
C (-3.377, -1.417, 2.756)  -0.170
C (-3.250, -3.468, 0.448)  -0.246
C (-4.621, -3.259, -0.219)  -0.290
C (-5.487, -4.506, -0.361)  -0.206
C (-6.890, -4.075, -0.842)  -0.228
C (-7.791, -3.522, 0.260)  -0.219
C (-9.207, -3.181, -0.245)  -0.231
C (-9.728, -1.825, 0.235)  -0.337
C (-11.269, -1.737, 0.106)  -0.405
Ga (-11.946, 0.113, -0.443)  0.127
C (-2.504, -0.433, -0.057)  -0.223
C (-1.401, 0.429, -0.149)  -0.098
C (-1.413, 1.509, -1.027)  -0.100
C (-2.508, 1.774, -1.854)  -0.096
C (-3.614, 0.935, -1.749)  -0.093
C (-3.599, -0.131, -0.869)  -0.095
H (-0.645, -2.638, 2.672)  0.026
H (-0.442, -3.157, 0.956)  0.028
H (-0.022, -1.537, 1.442)  -0.013
H (-3.241, -2.262, 3.433)  0.026
H (-4.445, -1.251, 2.624)  0.029
H (-2.918, -0.536, 3.201)  0.027
H (-2.551, -3.893, -0.277)  0.075
H (-3.305, -4.201, 1.259)  0.079
H (-5.180, -2.467, 0.283)  0.085
H (-4.419, -2.891, -1.227)  0.080
H (-5.084, -5.126, -1.163)  0.103
H (-5.567, -5.065, 0.571)  0.107
H (-6.711, -3.235, -1.525)  0.109
H (-7.380, -4.851, -1.431)  0.108
H (-7.795, -4.236, 1.089)  0.107
H (-7.351, -2.601, 0.651)  0.094
H (-9.887, -3.923, 0.175)  0.102
H (-9.252, -3.239, -1.332)  0.106
H (-9.439, -1.638, 1.271)  0.096
H (-9.322, -1.018, -0.382)  0.066
H (-11.714, -2.031, 1.062)  0.021
H (-11.614, -2.461, -0.637)  0.019
H (-11.830, 1.192, 0.763)  -0.170
H (-13.501, -0.009, -0.889)  -0.171
H (-11.104, 0.656, -1.728)  -0.163
H (-0.507, 0.328, 0.452)  0.072
H (-0.559, 2.174, -1.076)  0.093
H (-2.489, 2.615, -2.532)  0.095
H (-4.484, 1.144, -2.358)  0.103
H (-4.499, -0.728, -0.828)  0.088
C (-2.047, -1.246, -5.113)  -0.056
C (-3.017, -2.169, -4.538)  -0.252
N (-3.782, -2.888, -4.077)  0.154
H (-1.038, -1.555, -4.848)  0.087
H (-2.142, -1.233, -6.196)  0.045
H (-2.218, -0.241, -4.731)  0.081
C (2.903, -0.495, 3.140)  -0.097
C (2.660, -0.316, 1.715)  -0.283
N (2.475, -0.175, 0.591)  0.133
H (1.989, -0.810, 3.635)  0.066
H (3.672, -1.254, 3.282)  0.085
H (3.241, 0.435, 3.573)  0.037
C (1.872, 4.128, 4.019)  -0.054
C (1.764, 2.727, 4.405)  -0.239
N (1.676, 1.625, 4.707)  0.148
H (0.949, 4.448, 3.540)  0.087
H (2.049, 4.741, 4.900)  0.086
H (2.700, 4.256, 3.323)  0.083
C (6.235, 0.963, -0.313)  -0.085
C (6.503, 0.762, 1.106)  -0.272
N (6.685, 0.599, 2.228)  0.129
H (5.415, 0.322, -0.629)  0.073
H (5.965, 2.000, -0.494)  0.047
H (7.119, 0.721, -0.899)  0.062
C (-4.360, -0.861, -8.606)  -0.093
C (-3.102, -0.130, -8.464)  -0.289
N (-2.109, 0.426, -8.312)  0.123
H (-4.886, -0.873, -7.659)  0.047
H (-4.985, -0.381, -9.356)  0.083
H (-4.164, -1.886, -8.911)  0.082
C (-8.367, -0.518, -6.605)  -0.053
C (-7.541, -1.499, -7.302)  -0.267
N (-6.897, -2.283, -7.837)  0.134
H (-8.500, 0.363, -7.229)  0.083
H (-9.340, -0.949, -6.382)  0.091
H (-7.887, -0.228, -5.672)  0.088
C (4.857, 5.446, -1.553)  -0.059
C (5.632, 4.373, -2.165)  -0.266
N (6.244, 3.529, -2.645)  0.149
H (4.808, 6.297, -2.230)  0.087
H (3.847, 5.101, -1.341)  0.084
H (5.334, 5.759, -0.626)  0.072
C (9.537, 4.606, -1.154)  -0.057
C (8.792, 5.739, -0.619)  -0.256
N (8.203, 6.630, -0.200)  0.141
H (8.919, 4.069, -1.874)  0.064
H (10.441, 4.957, -1.649)  0.085
H (9.813, 3.929, -0.348)  0.087
C (5.044, 0.860, -5.214)  -0.068
C (5.952, 0.307, -4.218)  -0.281
N (6.668, -0.128, -3.435)  0.138
H (4.670, 1.823, -4.872)  0.072
H (5.569, 0.996, -6.157)  0.082
H (4.206, 0.183, -5.366)  0.083
C (9.004, 7.840, 2.681)  -0.092
C (8.501, 8.941, 3.496)  -0.289
N (8.104, 9.806, 4.135)  0.117
H (8.207, 7.446, 2.057)  0.036
H (9.810, 8.191, 2.041)  0.079
H (9.379, 7.047, 3.325)  0.082
C (7.988, 0.256, 5.536)  -0.081
C (9.221, 0.597, 6.234)  -0.261
N (10.193, 0.864, 6.782)  0.135
H (8.134, -0.647, 4.947)  0.079
H (7.189, 0.091, 6.258)  0.028
H (7.703, 1.067, 4.869)  0.062
C (12.377, 0.558, 9.176)  -0.100
C (13.614, 0.895, 9.875)  -0.293
N (14.585, 1.159, 10.424)  0.111
H (12.518, -0.346, 8.589)  0.076
H (11.579, 0.393, 9.896)  0.080
H (12.089, 1.366, 8.509)  0.049
C (-4.721, -5.897, -5.236)  -0.084
C (-5.488, -7.087, -4.882)  -0.291
N (-6.087, -8.024, -4.603)  0.115
H (-3.694, -6.178, -5.464)  0.079
H (-5.163, -5.420, -6.109)  0.079
H (-4.720, -5.189, -4.410)  0.037
C (3.029, -1.040, 7.315)  -0.062
C (4.296, -0.342, 7.496)  -0.261
N (5.292, 0.207, 7.646)  0.137
H (2.474, -1.049, 8.251)  0.084
H (2.435, -0.535, 6.554)  0.060
H (3.218, -2.065, 7.003)  0.084

Computed properties:
Orbital gap   5.17 eV
E   -4700.52747 hartree
Net charge   -1

---

Entry from OMol25: one molecule with the formula C4H8O2 (wB97M-V/def2-TZVPD).

Last column: Löwdin charge in e.
Atoms and positions in Å:
C (1.559, -0.565, -0.510)  -0.054
C (0.089, -0.251, -0.460)  -0.511
O (-0.674, -1.360, 0.016)  -0.038
C (-0.183, 0.849, 0.490)  -0.150
C (-1.761, 1.041, 0.505)  -0.158
O (-1.770, 1.446, 1.644)  0.000
H (1.751, -1.338, -1.254)  0.076
H (2.132, 0.331, -0.774)  0.087
H (1.892, -0.923, 0.472)  0.092
H (-0.305, 0.087, -1.427)  0.145
H (-0.582, -2.069, -0.632)  0.098
H (0.273, 1.816, 0.255)  0.127
H (0.230, 0.537, 1.491)  0.143
H (-2.650, 0.398, 0.184)  0.144

Computed properties:
Energy above the lowest of the compared OMol25 structures with the same formula, charge and spin   72.87 kcal per mole
Orbital gap   9.55 eV
E   -307.59630 hartree

---

Entry from OMol25: H24O12Xe as an isolated structure (wB97M-V/def2-TZVPD).

Last column: Löwdin charge in e.
Atoms and positions in Å:
Xe (1.101, -17.328, 4.423)  0.417
O (3.899, -19.673, 6.124)  -0.069
H (3.628, -18.936, 6.671)  -0.026
H (4.644, -19.339, 5.624)  0.041
O (-2.881, -16.039, 5.714)  -0.064
H (-2.720, -16.265, 4.799)  -0.025
H (-2.303, -15.295, 5.884)  0.024
O (1.352, -21.069, 6.330)  -0.076
H (0.989, -20.977, 5.449)  -0.035
H (2.216, -20.661, 6.278)  -0.022
O (-0.068, -14.224, 2.977)  -0.082
H (-0.568, -13.408, 2.963)  0.045
H (-0.490, -14.776, 2.318)  -0.023
O (1.046, -13.975, 5.766)  -0.088
H (1.319, -13.315, 5.129)  0.025
H (0.723, -14.703, 5.235)  -0.097
O (3.181, -17.585, 7.792)  -0.060
H (3.146, -16.806, 7.237)  -0.006
H (2.264, -17.790, 7.976)  -0.013
O (3.649, -14.154, 3.267)  -0.062
H (3.663, -14.519, 2.382)  0.027
H (3.674, -14.920, 3.842)  -0.024
O (-2.424, -17.042, 2.945)  -0.066
H (-2.633, -17.965, 3.085)  0.043
H (-1.676, -17.053, 2.348)  -0.021
O (-0.691, -16.080, 0.957)  -0.040
H (-1.172, -15.843, 0.164)  0.075
H (0.096, -16.522, 0.637)  0.071
O (0.533, -17.803, 8.296)  -0.050
H (-0.383, -17.812, 8.019)  0.058
H (0.720, -18.710, 8.537)  0.054
O (3.920, -15.470, 5.943)  -0.063
H (4.812, -15.805, 6.034)  0.062
H (3.790, -14.921, 6.716)  0.060
O (-0.103, -20.776, 3.969)  -0.071
H (-0.791, -20.155, 3.729)  0.024
H (-0.569, -21.591, 4.156)  0.057

Computed properties:
Energy above the lowest of the compared OMol25 structures with the same formula, charge and spin   17.75 kcal per mole
Orbital gap   9.97 eV
E   -1246.62861 hartree